Here is a cluster of 3 separate species, C13H24BF3N2O3 in total from the Open Molecules 2025 dataset. Energies are from ωB97M-V/def2-TZVPD.

## Properties
HOMO-LUMO gap: 0.305 hartree
HOMO level: -0.306 Eh
Spin multiplicity: 1
SMILES: CNCB(COC(F)(F)F)c1ccccn1.CCO.CCO
LUMO: -0.038 eV

Last column: Mulliken charge in e.
CARTESIAN COORDINATES (ANGSTROEM)
C  2.3765  -2.1200  0.1373  -0.439
N  1.8811  -2.8676  -1.0406  -0.395
C  1.2984  -1.9860  -2.0842  -0.300
B  -0.1481  -1.3938  -1.7303  0.288
C  -0.4507  0.2208  -1.7854  -0.611
O  0.3474  1.0054  -0.8605  -0.270
C  -0.1629  1.0698  0.3934  0.879
F  0.4922  2.1501  1.0076  -0.311
F  -1.5117  1.3342  0.4689  -0.248
F  0.1553  -0.0047  1.1846  -0.211
C  -1.4127  -2.3013  -1.2742  0.520
C  -2.0955  -3.0431  -2.3274  -0.874
C  -3.2738  -3.8337  -1.9281  -0.272
C  -3.6625  -3.7917  -0.5147  -0.463
C  -2.8304  -2.9989  0.3775  -0.187
N  -1.7402  -2.2582  0.0524  -0.198
H  3.4572  -2.3358  0.3727  0.257
H  1.7408  -2.4074  1.0261  0.271
H  2.2925  -1.0102  0.0392  -0.025
H  1.2314  -3.6054  -0.7748  0.308
H  1.3418  -2.5215  -3.0734  0.282
H  1.9918  -1.1001  -2.1877  0.135
H  -1.5487  0.4204  -1.7579  0.267
H  -0.1104  0.5271  -2.8204  0.264
H  -1.8000  -3.0329  -3.3970  0.297
H  -3.8673  -4.4209  -2.6654  0.378
H  -4.5516  -4.3289  -0.1152  0.338
H  -3.1409  -2.9766  1.4542  0.321
C  -2.1734  4.1322  3.0321  -0.613
C  -2.9145  3.3448  4.0952  -0.258
O  -3.8011  2.4074  3.4926  -0.521
H  -2.8757  4.6639  2.3868  0.262
H  -1.4962  4.8572  3.4890  0.337
H  -1.5923  3.4662  2.3891  -0.036
H  -3.5089  4.0116  4.7209  0.294
H  -2.2129  2.8025  4.7375  0.242
H  -3.2708  1.8133  2.9481  0.296
C  4.4296  2.1127  -0.0210  -1.000
C  4.4128  1.6086  -1.4515  -0.223
O  3.2342  0.8473  -1.6953  -0.398
H  4.3855  1.2762  0.6796  0.233
H  5.3333  2.6924  0.1785  0.379
H  3.5579  2.7422  0.1773  0.282
H  5.2719  0.9636  -1.6396  0.308
H  4.4463  2.4435  -2.1589  0.242
H  2.4755  1.4250  -1.5370  0.174

Here is a cluster of 3 separate species, C13H24BrF3NO3S in total from the Open Molecules 2025 dataset. Energies are from ωB97M-V/def2-TZVPD.

## Properties
HOMO-LUMO gap: 0.165 hartree
HOMO level: -0.396 Eh
Spin multiplicity: 1
Net charge: +1
LUMO: -6.276 eV

Last column: Mulliken charge in e.
CARTESIAN COORDINATES (ANGSTROEM)
N  0.8658  -0.7048  -0.9434  -0.433
C  1.8221  -1.3824  -0.1776  0.062
C  3.1529  -1.9037  -1.0372  -0.611
S  4.2587  -2.7838  0.2446  0.316
Br  4.5569  -4.9395  -0.3190  0.013
C  5.9098  -1.8374  0.0783  -0.641
C  5.7857  -0.5540  1.0904  -0.186
O  4.7663  0.4418  0.6855  -0.494
C  5.4368  -0.9739  2.6645  0.681
F  6.0983  0.0607  3.5089  -0.228
F  3.9676  -0.7764  2.8135  -0.180
F  5.9096  -2.3311  3.0329  -0.226
H  1.2399  -0.6857  -1.9399  0.252
H  1.7128  -1.5995  0.9695  0.307
H  3.6905  -0.9155  -1.4395  0.277
H  2.8773  -2.5959  -1.9402  0.572
H  5.9539  -1.4707  -1.0555  0.380
H  6.8461  -2.5195  0.2493  0.486
H  6.8442  -0.0189  1.0951  0.355
H  4.8645  0.6840  -0.2880  0.340
C  -1.3142  0.7770  3.1508  -0.542
C  -0.8753  0.8669  1.7121  -0.239
C  -2.0115  0.1755  0.9904  -0.177
O  -3.1969  0.4047  1.7647  -0.403
C  -2.8133  0.9472  3.0358  -0.485
H  -0.8491  1.5234  3.7997  0.345
H  -1.0804  -0.2176  3.5487  0.250
H  -0.8228  1.9182  1.4055  0.303
H  0.0964  0.4054  1.5190  -0.070
H  -1.8499  -0.9064  0.9391  0.196
H  -2.1559  0.5554  -0.0251  0.211
H  -3.0940  2.0061  3.0453  0.281
H  -3.3566  0.4349  3.8345  0.272
C  -5.2451  0.8587  -1.9271  -0.095
C  -5.5030  2.1995  -2.5648  -0.571
C  -4.2709  2.3842  -3.4235  -0.427
O  -3.8400  1.0750  -3.8201  -0.402
C  -4.5557  0.1048  -3.0432  -0.444
H  -6.1501  0.3599  -1.5713  0.349
H  -4.5615  0.9770  -1.0780  -0.102
H  -6.3955  2.1428  -3.1991  0.278
H  -5.6463  3.0089  -1.8444  0.338
H  -3.4564  2.8464  -2.8558  0.252
H  -4.4662  2.9923  -4.3115  0.280
H  -5.2836  -0.3801  -3.7028  0.306
H  -3.8620  -0.6542  -2.6711  0.254

Here is a structure of composition C13H24CeClF6O3P2 from the Open Molecules 2025 dataset. Energies are from ωB97M-V/def2-TZVPD.

## Properties
HOMO-LUMO gap (alpha / beta): 0.280 / 0.235 hartree
HOMO level (alpha / beta): -0.751 / -0.744 Eh
Spin multiplicity: 1
Net charge: +3
LUMO (alpha / beta): -12.802 / -13.849 eV

Last column: Mulliken charge in e.
CARTESIAN COORDINATES (ANGSTROEM)
C  0.4457  -0.1617  -5.6487  -1.060
C  0.6849  -0.0761  -4.1814  0.863
H  1.4138  -0.1289  -6.1671  0.365
H  -0.1886  0.6795  -5.9806  0.342
H  -0.0731  -1.1059  -5.8831  0.380
O  1.6808  0.1861  -3.5496  -0.378
Cl  -0.9062  -0.4371  -3.2322  -0.236
Ce  -0.7052  -0.1646  -0.3634  0.863
P  0.2041  2.5140  -0.6883  0.880
C  1.4432  3.5682  0.1174  -1.206
C  0.3574  3.1313  -2.4016  -1.240
H  0.2762  4.2267  -2.3946  0.483
H  -1.3373  4.3180  -0.2607  0.492
H  -0.3941  2.6827  -3.0671  0.322
H  -2.2437  2.7852  -0.4835  0.486
H  2.4287  3.3106  -0.2974  0.432
H  1.3582  2.8593  -2.7639  0.407
C  -1.3532  3.2450  -0.0351  -1.279
H  1.2296  4.6285  -0.0980  0.465
H  -1.4434  3.1092  1.0507  0.305
H  1.4430  3.4037  1.2057  0.335
P  0.4349  -2.7996  -0.3860  0.868
C  1.7445  -3.5593  0.6018  -1.154
C  -1.0556  -3.4546  0.4694  -1.353
H  -0.1210  -3.3903  -2.6950  0.343
H  0.4718  -4.8126  -1.7539  0.471
H  1.6240  -3.5795  -2.3168  0.413
C  0.6015  -3.7393  -1.9435  -1.242
H  -1.9821  -3.0306  0.0565  0.527
H  -1.0561  -4.5423  0.3375  0.498
H  1.6688  -4.6576  0.5452  0.450
H  1.6643  -3.2325  1.6482  0.322
H  -1.0343  -3.2172  1.5406  0.336
H  2.7106  -3.2481  0.1833  0.438
C  1.6247  -0.0431  -0.0233  0.256
O  2.7804  -0.0410  0.1207  -0.087
C  -0.0204  1.4102  3.4615  -1.401
C  -0.9996  0.3352  3.0433  0.722
O  -1.0816  0.1196  1.6507  -0.282
C  -0.5914  -1.0247  3.7007  0.454
F  -0.4925  -0.9719  5.0502  -0.207
F  -1.4725  -2.0124  3.3913  -0.235
F  0.6399  -1.4149  3.2114  -0.249
C  -2.4210  0.7200  3.5301  0.561
F  -2.4322  0.9545  4.8747  -0.207
F  -2.8319  1.8679  2.9072  -0.202
F  -3.3463  -0.2257  3.2595  -0.194
H  0.9727  1.1545  3.0690  0.339
H  0.0257  1.4926  4.5560  0.522
H  -0.3460  2.3689  3.0322  0.272

Here is a structure of composition C13H24Cl2LaN2O from the Open Molecules 2025 dataset. Energies are from ωB97M-V/def2-TZVPD.

## Properties
Relative energy (zero: lowest compared OMol25 entry of this formula, charge and spin): 0.0 kcal per mole
HOMO-LUMO gap: 0.155 hartree
HOMO level: -0.069 Eh
Spin multiplicity: 1
Net charge: -1
LUMO: 2.321 eV

Last column: Mulliken charge in e.
CARTESIAN COORDINATES (ANGSTROEM)
La  0.5652  -0.6638  -1.3157  1.265
Cl  0.5157  0.8106  -3.5056  -0.710
Cl  -0.4367  -2.8836  -0.1807  -0.725
C  1.7404  -2.1321  -2.3282  -1.445
H  1.6748  -3.1705  -1.9698  0.407
H  2.0542  -1.9912  -3.3709  0.374
C  2.6162  -0.8133  -0.0968  -0.871
C  2.9279  -1.3692  -1.3437  0.766
H  1.9550  -1.4168  0.5558  0.354
C  3.9204  -0.5450  -2.2441  -0.810
H  3.5046  -2.2762  -1.0971  0.194
C  5.0716  -0.0215  -1.3858  -0.758
H  4.3054  -1.2134  -3.0247  0.318
H  3.3743  0.2691  -2.7428  0.249
C  4.5587  0.8735  -0.2625  -0.642
H  5.6109  -0.8740  -0.9522  0.311
H  5.7945  0.5231  -2.0042  0.369
C  3.4606  0.2101  0.5986  -0.554
H  5.3944  1.1728  0.3817  0.318
H  4.1535  1.7927  -0.7031  0.264
H  3.9343  -0.2590  1.4784  0.300
H  2.8122  1.0049  1.0102  0.114
C  -3.3749  1.7319  -1.2320  -1.025
N  -3.4816  1.0981  0.0638  0.237
C  -4.7357  1.3069  0.7568  -0.638
C  -4.9155  0.2641  1.8259  -0.751
C  -3.7063  0.2325  2.7207  -0.626
N  -2.5048  0.0939  1.9230  0.232
C  -1.3352  -0.4619  2.5643  -0.966
C  -2.3963  0.5325  0.6465  0.395
O  -1.2908  0.4145  0.0124  -0.806
H  -2.4128  1.5041  -1.6977  0.285
H  -3.4880  2.8230  -1.1429  0.306
H  -4.1870  1.3709  -1.8776  0.307
H  -4.7636  2.3156  1.2041  0.287
H  -5.5376  1.2512  0.0132  0.368
H  -5.0634  -0.7189  1.3662  0.323
H  -5.8041  0.4940  2.4168  0.353
H  -3.7477  -0.6138  3.4141  0.479
H  -3.6632  1.1571  3.3217  0.242
H  -1.5226  -0.4991  3.6429  0.428
H  -1.1301  -1.4772  2.1916  0.211
H  -0.4470  0.1532  2.3695  0.272

Here is a structure of composition C13H24FeN3O from the Open Molecules 2025 dataset. Energies are from ωB97M-V/def2-TZVPD.

## Properties
Relative energy (zero: lowest compared OMol25 entry of this formula, charge and spin): 135.4 kcal per mole
HOMO-LUMO gap (alpha / beta): 0.232 / 0.074 hartree
HOMO level (alpha / beta): -0.655 / -0.655 Eh
Spin multiplicity: 7
⟨S²⟩: 12.03
Net charge: +3
LUMO (alpha / beta): -11.510 / -15.826 eV

Last column: Löwdin spin population.
CARTESIAN COORDINATES (ANGSTROEM)
Fe  21.2145  5.1105  -28.9525  3.670
C  24.3920  4.7341  -28.1540  0.040
O  23.0137  4.7015  -28.1618  0.287
H  24.7058  5.4544  -27.3986  0.012
H  24.8730  3.8333  -27.7728  0.009
H  24.8552  4.9298  -29.1211  0.004
C  26.2034  9.7113  -29.0958  0.185
C  26.6984  8.6024  -28.0983  0.171
C  25.9590  8.4667  -26.8118  0.133
C  24.5119  8.2570  -26.9830  0.050
N  23.3845  8.1512  -27.0636  0.163
H  26.2004  10.7136  -28.6674  0.050
H  25.1735  9.6530  -29.4480  0.013
H  26.8166  9.6823  -29.9965  0.011
H  27.7595  8.7082  -27.8724  0.005
H  26.5358  7.6436  -28.5904  0.078
H  26.1257  9.2632  -26.0865  0.056
H  26.4317  7.6479  -26.2694  0.062
C  26.3609  -0.2054  -31.5130  0.000
C  26.3068  0.0912  -30.0388  0.000
C  25.6345  1.3769  -29.6280  0.000
C  24.1694  1.5039  -29.8676  0.001
N  23.0367  1.7438  -30.0509  0.001
H  25.5135  -0.5915  -32.0795  0.000
H  27.1605  -0.8839  -31.8099  0.000
H  26.4726  0.7330  -32.0561  0.000
H  27.3197  0.0894  -29.6364  0.000
H  25.9291  -0.7771  -29.4988  0.000
H  26.0654  2.2246  -30.1608  0.000
H  25.8012  1.7082  -28.6030  0.000
C  23.7726  -1.2213  -25.7061  0.047
C  23.4246  0.2730  -25.7815  0.125
C  24.5324  1.2946  -25.3941  0.081
C  24.7040  1.4777  -23.9448  0.216
N  24.8982  1.6290  -22.8192  0.448
H  23.9338  -1.6144  -24.7023  0.014
H  24.7398  -1.3639  -26.1880  0.001
H  23.0753  -1.9004  -26.1967  0.026
H  22.4614  0.5189  -25.3346  -0.001
H  23.2865  0.4827  -26.8422  0.031
H  24.2659  2.2738  -25.7918  0.005
H  25.5445  1.0760  -25.7345  0.005

So what do the calculations give for max |F|? Going down the list: 3.3, 6.9, 7.0, 6.3, 5.8 eV/A.